1.
The following is a quantum chemistry calculation of a cluster of 5 separate species, C3H16NO3S in total at a distorted geometry, from the OMol25 dataset.

Each line ends with the Löwdin charge.
Element x y z (Å)
C  -3.32  -1.63  0.65  -0.045
C  -2.01  -0.90  0.98  -0.493
C  -1.77  0.10  -0.12  -0.529
S  -0.50  1.23  0.17  1.114
N  -0.97  -1.85  0.76  0.161
H  -3.67  -2.28  1.44  0.091
H  -4.14  -0.98  0.45  0.075
H  -3.24  -2.26  -0.23  0.098
H  -2.12  -0.50  2.00  0.166
H  -2.67  0.66  -0.42  0.143
H  -1.51  -0.38  -1.10  0.163
H  3.99  4.35  2.01  0.005
H  3.94  3.64  2.17  -0.002
H  -0.93  -2.65  1.38  0.142
H  -0.06  -1.39  0.76  0.045
H  2.91  0.31  -1.73  -0.014
H  4.49  0.22  -1.76  0.064
O  3.68  -0.08  -1.29  -0.074
H  2.54  -0.88  0.79  0.057
H  1.38  0.08  0.90  -0.053
O  1.65  -0.80  1.12  -0.037
H  1.39  2.08  -3.00  0.058
H  0.56  1.78  -1.76  -0.059
O  1.39  1.54  -2.21  -0.077

Output
energy above the lowest of the compared OMol25 structures with the same formula, charge and spin: 637.82 kJ/mol
molar mass: 146.23 g/mol
total charge: +1
strongest force on any atom: 2.14 eV/Å
HOMO level: -14.04 eV
HOMO-LUMO gap: 4.61 eV

2.
The following is a quantum chemistry calculation of a cluster of 4 separate species, C3H16NO4 in total at a distorted geometry, from the OMol25 dataset.

Each line ends with the Löwdin charge.
Element x y z (Å)
C  -1.19  -1.87  -0.69  -0.070
C  -0.88  -0.65  -1.58  -0.475
C  -1.78  0.55  -1.32  -0.027
O  0.47  -0.37  -1.56  -0.031
N  0.11  -2.66  -0.47  0.172
H  -1.75  -1.61  0.23  0.130
H  -1.82  -2.67  -1.28  0.164
H  -1.12  -0.93  -2.60  0.145
H  -2.56  0.61  -2.13  0.104
H  -1.29  1.51  -1.68  0.115
H  -2.27  0.68  -0.41  0.053
H  0.64  0.21  -0.73  0.145
H  0.54  -2.20  0.40  0.130
H  0.63  -2.66  -1.27  0.106
H  -0.06  -3.72  -0.39  0.203
H  1.52  -1.05  2.55  0.106
H  0.79  -0.11  1.70  -0.035
O  0.81  -1.07  1.83  -0.088
H  1.52  4.34  0.49  0.065
H  2.31  4.35  1.82  0.090
O  1.52  3.97  1.38  -0.052
H  1.08  2.23  1.30  0.003
H  1.37  1.69  2.70  0.131
O  1.40  1.43  1.71  -0.085

Output
energy above the lowest of the compared OMol25 structures with the same formula, charge and spin: 144.97 kJ/mol
molar mass: 130.16 g/mol
total charge: +1
strongest force on any atom: 4.67 eV/Å
HOMO level: -14.54 eV
HOMO-LUMO gap: 11.61 eV

3.
The following is a quantum chemistry calculation of a structure of composition C3H16NO6 at a distorted geometry, from the OMol25 dataset.

Each line ends with the Löwdin charge.
Element x y z (Å)
N  -0.65  -2.03  -1.74  0.038
C  -0.35  -0.59  -1.14  -0.240
C  -1.20  0.52  -1.93  -0.201
O  -2.55  0.50  -1.40  -0.094
C  1.28  -0.46  -1.19  -0.382
O  1.69  0.10  -0.09  -0.239
H  -1.61  -2.20  -1.55  0.038
H  -0.59  -2.02  -2.66  -0.025
H  -0.56  -0.64  -0.03  0.095
H  -0.64  1.50  -1.79  0.109
H  -1.19  0.31  -2.99  0.099
H  -2.54  0.32  -0.46  0.052
H  1.62  -1.51  -1.22  0.094
H  1.54  0.25  -2.09  0.123
H  1.45  -0.14  2.84  0.036
H  1.03  1.26  2.08  0.006
O  1.36  0.92  3.02  -0.212
H  0.90  2.36  1.41  0.028
H  0.31  1.95  -0.01  0.057
O  0.13  2.53  0.81  -0.109
H  -0.93  1.15  2.02  -0.013
H  -1.16  -0.38  1.62  0.079
O  -1.64  0.53  1.82  -0.116
H  1.42  -2.26  1.84  -0.034
H  1.61  -0.62  0.94  0.046
O  1.27  -1.35  1.88  -0.233

Output
energy above the lowest of the compared OMol25 structures with the same formula, charge and spin: 143.10 kJ/mol
molar mass: 162.16 g/mol
total charge: -1
strongest force on any atom: 6.52 eV/Å
HOMO level: -4.86 eV
HOMO-LUMO gap: 8.47 eV

4.
The following is a quantum chemistry calculation of a cluster of 5 separate species, C3H16O4 in total at a distorted geometry, from the OMol25 dataset.

Each line ends with the Löwdin charge.
Element x y z (Å)
C  -1.44  -1.07  0.74  -0.112
C  -0.36  -0.48  -0.14  -0.302
C  0.87  -0.04  0.69  -0.124
H  -1.05  -1.60  1.59  0.068
H  -2.04  -1.73  0.12  0.073
H  -2.09  -0.32  1.21  0.056
H  -0.82  0.32  -0.72  0.070
H  -0.01  -1.19  -0.90  0.096
H  1.56  0.64  0.21  0.053
H  0.58  0.39  1.68  0.087
H  1.50  -0.88  1.00  0.054
O  2.50  -2.62  -0.39  -0.075
H  1.86  -2.85  0.29  0.034
H  2.07  -1.92  -0.92  -0.006
O  2.59  -0.29  -2.00  -0.061
H  3.37  -0.53  -1.48  0.049
H  2.63  0.67  -2.16  0.063
O  -1.17  2.57  -0.68  -0.061
H  -0.49  3.25  -0.65  0.054
H  -0.73  1.76  -0.34  0.004
O  -3.03  1.85  1.31  -0.072
H  -2.58  2.56  0.84  0.008
H  -3.72  1.55  0.71  0.043

Output
energy above the lowest of the compared OMol25 structures with the same formula, charge and spin: 65.16 kJ/mol
molar mass: 116.16 g/mol
strongest force on any atom: 1.24 eV/Å
SMILES: CCC.O.O.O.O
HOMO level: -11.00 eV
HOMO-LUMO gap: 11.36 eV

5.
The following is a quantum chemistry calculation of a cluster of 5 separate species, C3H16O4S in total at a distorted geometry, from the OMol25 dataset.

Each line ends with the Löwdin charge.
Element x y z (Å)
C  3.19  0.31  -0.07  -0.176
C  2.18  -0.77  0.32  -0.392
S  0.40  0.05  0.99  0.687
C  0.52  1.80  -0.19  -0.211
H  4.19  -0.13  0.07  0.079
H  3.01  1.30  0.34  0.049
H  3.07  0.45  -1.17  0.080
H  2.58  -1.56  0.98  0.068
H  1.77  -1.19  -0.58  0.031
H  -0.52  2.07  -0.16  -0.021
H  1.22  2.54  0.18  0.024
H  0.86  1.48  -1.17  0.026
O  -1.36  -0.03  -1.89  -0.076
H  -1.95  0.72  -1.77  0.028
H  -0.87  0.00  -1.06  -0.072
O  -2.99  1.81  0.38  -0.051
H  -2.66  2.39  1.07  0.041
H  -3.10  0.93  0.77  0.017
O  -0.92  -3.10  -0.82  -0.073
H  -0.31  -2.71  -0.15  0.018
H  -0.89  -2.42  -1.50  0.010
O  -2.84  -1.12  1.73  -0.077
H  -1.94  -0.91  1.44  -0.063
H  -2.64  -1.91  2.27  0.054

Output
energy above the lowest of the compared OMol25 structures with the same formula, charge and spin: 206.43 kJ/mol
molar mass: 148.22 g/mol
strongest force on any atom: 3.69 eV/Å
SMILES: CCSC.O.O.O.O
HOMO level: -9.60 eV
HOMO-LUMO gap: 9.77 eV

6.
The following is a quantum chemistry calculation of a cluster of 6 separate species, C3H16O5 in total at a distorted geometry, from the OMol25 dataset.

Each line ends with the Löwdin charge.
Element x y z (Å)
C  2.01  -1.25  -1.84  -0.036
C  1.04  -0.41  -1.54  -0.242
C  -0.38  -0.21  -2.00  -0.109
H  3.06  -1.06  -1.65  0.045
H  1.96  -2.20  -2.38  0.050
H  1.39  0.54  -1.11  0.097
H  -0.99  0.43  -1.37  0.060
H  -0.28  0.37  -2.92  0.049
H  -0.92  -1.15  -2.14  0.076
O  -0.73  2.47  1.01  -0.061
H  -0.59  3.41  0.84  -0.010
H  -1.47  2.51  1.62  0.029
O  -1.55  -4.99  3.58  -0.074
H  -1.13  -5.87  3.65  0.059
H  -1.13  -4.56  4.32  0.028
O  0.06  4.87  -0.42  -0.052
H  0.35  4.32  -1.15  0.026
H  -0.90  4.85  -0.35  0.037
O  0.71  -3.83  3.28  -0.080
H  -0.08  -3.81  2.71  0.030
H  1.37  -3.69  2.60  0.036
O  -0.46  2.98  -2.89  -0.054
H  -1.02  2.50  -3.52  0.042
H  0.35  2.90  -3.42  0.054

Output
energy above the lowest of the compared OMol25 structures with the same formula, charge and spin: 182.86 kJ/mol
molar mass: 132.16 g/mol
strongest force on any atom: 2.38 eV/Å
SMILES: C=CC.O.O.O.O.O
HOMO level: -9.64 eV
HOMO-LUMO gap: 10.06 eV

7.
The following is a quantum chemistry calculation of a cluster of 5 separate species, C3H17N2O5S in total at a distorted geometry, from the OMol25 dataset.

Each line ends with the Löwdin charge.
Element x y z (Å)
N  1.11  -0.05  -0.17  0.196
C  -0.34  -0.43  0.15  -0.311
C  -0.58  -1.69  0.92  -0.509
S  0.50  -1.77  2.38  0.775
C  -1.09  -0.46  -1.23  -0.492
N  -2.34  0.11  -1.16  0.200
O  -0.64  -1.08  -2.15  0.078
H  1.09  0.88  -0.74  0.163
H  1.62  0.08  0.64  0.022
H  1.50  -0.79  -0.86  0.126
H  -0.79  0.47  0.63  0.140
H  -1.73  -1.78  1.22  0.155
H  -0.41  -2.49  0.15  0.087
H  -0.42  -1.82  3.33  -0.141
H  -2.90  0.00  -1.98  0.120
H  -2.68  0.74  -0.46  0.015
H  3.89  0.43  1.54  0.075
H  2.84  0.62  2.72  0.051
O  3.02  0.79  1.79  -0.062
H  -2.08  2.51  0.80  0.090
H  -3.54  2.62  -0.09  0.140
O  -2.89  2.03  0.45  -0.094
H  0.86  -2.41  -1.73  0.017
H  2.19  -3.19  -1.56  0.146
O  1.64  -2.41  -1.18  -0.068
H  0.53  3.34  -0.49  0.014
H  1.22  2.97  -1.71  0.081
O  0.41  2.77  -1.20  -0.012

Output
molar mass: 193.25 g/mol
total charge: +1
strongest force on any atom: 5.65 eV/Å
HOMO level: -12.65 eV
HOMO-LUMO gap: 9.77 eV

8.
The following is a quantum chemistry calculation of a cluster of 5 separate species, C3H17NO4 in total at a distorted geometry, from the OMol25 dataset.

Each line ends with the Löwdin charge.
Element x y z (Å)
C  -2.45  1.80  -1.42  -0.107
N  -2.68  0.59  -0.51  -0.258
C  -1.32  -0.28  -0.36  -0.062
C  -3.21  0.99  0.84  -0.130
H  -3.14  1.97  -2.17  0.019
H  -1.19  1.58  -1.59  0.147
H  -2.50  2.85  -1.06  0.048
H  -1.28  -0.89  0.55  0.066
H  -1.12  -0.84  -1.32  0.094
H  -0.54  0.31  -0.24  -0.014
H  -2.86  2.12  1.11  0.110
H  -2.89  0.23  1.59  0.070
H  -4.24  0.96  0.97  0.025
O  2.42  -2.08  2.46  -0.131
H  2.44  -1.03  2.27  0.116
H  2.41  -2.35  1.51  -0.013
O  2.51  -4.21  -0.27  -0.080
H  1.88  -4.55  -0.93  0.057
H  2.55  -4.93  0.43  0.085
O  -0.01  5.07  -0.08  0.035
H  -0.59  5.32  -0.68  -0.043
H  -0.61  4.97  0.60  0.001
O  3.29  -1.39  -0.85  -0.109
H  3.53  -2.17  -0.28  0.006
H  2.97  -1.88  -1.68  0.069

Output
energy above the lowest of the compared OMol25 structures with the same formula, charge and spin: 406.93 kJ/mol
molar mass: 131.17 g/mol
strongest force on any atom: 6.37 eV/Å
SMILES: CN(C)C.O.O.O.O
HOMO level: -8.50 eV
HOMO-LUMO gap: 8.71 eV